[1]
Entry from the Open Molecules 2025 dataset: a molecular structure, C3H3Li2O3 in a non-equilibrium geometry (ωB97M-V with the def2-TZVPD basis set).

Expectation value of S²: 0.76
Energy relative to the best compared isomer or geometry (same formula, charge and spin): 51.34 kcal per mole
E_HOMO (spin up / spin down): -5.73 / -7.52 eV
Energy: -9708.395 eV
Multiplicity: 2
LUMO energy (spin up / spin down): -0.0265 / -0.0265 Ha

Geometry (Å):
H -0.004 -1.363 -1.311
C -0.520 -1.089 1.197
C -0.130 -0.204 0.120
O -0.687 1.032 0.121
C -0.045 2.111 -0.549
O 1.187 2.123 -0.486
O -0.414 -2.346 1.044
H -1.196 -0.671 1.967
H 0.924 -0.262 -0.181
Li 0.739 3.743 -1.456
Li 0.146 -3.074 -0.464

Force components x, y, z for each atom (eV/Å):
H -0.55 -0.02 0.10
C -1.01 0.35 -1.96
C 2.12 -0.76 1.11
O -0.37 0.57 -0.93
C -0.33 0.12 0.45
O 0.32 0.08 -0.39
O 0.46 -0.27 1.09
H 0.30 -0.20 -0.08
H -0.58 0.45 0.28
Li -0.17 -0.83 0.47
Li -0.19 0.53 -0.13

[2]
Entry from the Open Molecules 2025 dataset: a molecular structure, C3H3LiMgO2 in a non-equilibrium geometry (ωB97M-V with the def2-TZVPD basis set).

Charge: +2
E_HOMO: -17.29 eV
Energy: -12884.802 eV
LUMO energy: -0.3735 Ha

Geometry (Å):
H -0.128 0.177 2.965
O -0.850 -0.675 -0.936
C -0.038 0.367 -0.980
C 0.892 0.787 -0.106
C -0.205 -0.050 1.890
O 0.518 0.793 1.267
Mg -1.554 -1.311 0.765
Li -1.058 -1.556 -2.580
H 1.951 0.857 -0.324
H 0.472 0.612 -1.961

Force components x, y, z for each atom (eV/Å):
H -0.21 -0.01 -0.19
O -2.75 -0.73 0.44
C 5.14 -0.02 -2.17
C -2.58 -0.54 0.75
C -0.04 0.67 0.06
O 1.39 -0.99 0.99
Mg 0.59 0.56 0.00
Li 0.10 0.21 -0.36
H -0.25 1.34 0.25
H -1.39 -0.49 0.24

[3]
Entry from the Open Molecules 2025 dataset: a molecular structure, C3H3LiO3Rb in a non-equilibrium geometry (ωB97M-V with the def2-TZVPD basis set).

Charge: +2
Expectation value of S²: 0.76
Energy relative to the best compared isomer or geometry (same formula, charge and spin): 57.34 kcal per mole
E_HOMO (spin up / spin down): -16.72 / -16.78 eV
Energy: -10143.686 eV
Multiplicity: 2
LUMO energy (spin up / spin down): -0.2892 / -0.2980 Ha

Geometry (Å):
C -0.761 1.442 -0.550
C -2.002 1.470 -0.684
H -1.517 2.565 -0.957
H 0.234 1.922 -0.509
H -2.968 0.972 -0.705
C 1.317 -1.066 0.688
O 0.398 -0.982 -0.186
O 2.496 -1.405 0.285
Rb -0.608 -3.333 -2.773
O 1.253 -0.759 1.891
Li 2.157 -0.827 3.501

Force components x, y, z for each atom (eV/Å):
C -0.21 1.08 -0.12
C 2.06 -0.77 0.27
H -1.20 -0.41 0.00
H -0.41 -1.09 0.14
H -0.01 0.83 -0.12
C -0.66 0.71 -1.46
O 0.48 0.03 0.48
O 0.12 -0.42 -0.38
Rb 0.16 -0.02 0.10
O -0.10 0.08 1.51
Li -0.22 -0.01 -0.42

[4]
Entry from the Open Molecules 2025 dataset: a molecular structure, C3H3LiO3Y in a non-equilibrium geometry (ωB97M-V with the def2-TZVPD basis set).

Charge: +4
Expectation value of S²: 0.75
Energy relative to the best compared isomer or geometry (same formula, charge and spin): 52.76 kcal per mole
E_HOMO (spin up / spin down): -22.56 / -25.75 eV
Energy: -10494.713 eV
Multiplicity: 2
LUMO energy (spin up / spin down): -0.7489 / -0.7489 Ha

Geometry (Å):
H 2.813 1.826 -1.245
C 0.395 0.940 0.514
C -0.695 0.867 -0.481
O -1.039 -0.534 -0.544
C -0.300 -1.167 0.287
O 0.557 -0.290 0.936
O -0.297 -2.342 0.565
Y -1.069 -4.543 0.270
H -0.361 1.213 -1.472
H -1.575 1.451 -0.169
Li 1.572 2.579 1.339

Force components x, y, z for each atom (eV/Å):
H 0.01 0.01 0.01
C -0.49 0.66 -0.30
C 0.45 1.06 -0.04
O 0.03 -1.71 0.34
C -0.05 4.85 -0.79
O 0.13 -1.48 0.21
O -1.14 -5.81 0.03
Y 0.82 1.92 0.42
H -0.18 -0.04 0.01
H 0.00 -0.05 -0.11
Li 0.42 0.58 0.22

[5]
Entry from the Open Molecules 2025 dataset: a molecular structure, C3H3MnO2 in a non-equilibrium geometry (ωB97M-V with the def2-TZVPD basis set).

Charge: +1
Expectation value of S²: 8.76
Energy relative to the best compared isomer or geometry (same formula, charge and spin): 0.00 kcal per mole
E_HOMO (spin up / spin down): -12.41 / -12.40 eV
Energy: -38565.363 eV
Multiplicity: 6
LUMO energy (spin up / spin down): -0.2358 / -0.2372 Ha

Geometry (Å):
O 0.201 -0.471 0.260
C -2.246 -2.157 -1.357
O -3.279 -2.303 -1.773
Mn -0.933 -1.833 0.432
C 0.484 0.817 0.382
C 1.716 1.335 0.517
H -0.371 1.495 0.239
H 1.838 2.414 0.615
H 2.590 0.702 0.685

Force components x, y, z for each atom (eV/Å):
O -0.39 -1.44 0.19
C -1.73 -0.46 0.03
O 1.37 0.25 0.03
Mn 0.47 0.23 -0.24
C 0.90 2.46 -0.36
C -0.55 -0.55 0.58
H 0.26 -0.31 0.19
H -0.10 -0.35 -0.18
H -0.26 0.17 -0.24

[6]
Entry from the Open Molecules 2025 dataset: a molecular structure, C3H3MnO3 in a non-equilibrium geometry (ωB97M-V with the def2-TZVPD basis set).

Expectation value of S²: 12.02
Energy relative to the best compared isomer or geometry (same formula, charge and spin): 89.70 kcal per mole
E_HOMO (spin up / spin down): -8.04 / -7.86 eV
Energy: -40614.389 eV
Multiplicity: 7
LUMO energy (spin up / spin down): -0.0095 / -0.0321 Ha

Geometry (Å):
H -1.122 -2.078 2.079
O -2.015 0.075 -0.428
C -1.270 0.872 -1.102
C 0.127 0.789 -1.123
O 0.561 -0.437 -0.461
C 1.602 0.382 -0.107
O 2.276 -0.280 0.803
Mn -0.995 -1.207 0.650
H -1.750 1.565 -1.807
H 2.586 0.318 1.496

Force components x, y, z for each atom (eV/Å):
H 0.08 -0.03 -0.08
O -0.62 -1.22 0.35
C 2.27 1.74 -1.11
C -3.49 0.40 -1.68
O 2.72 1.05 0.20
C -0.64 -1.80 0.26
O -0.44 0.15 0.93
Mn -0.84 -0.64 0.83
H 0.17 0.16 0.60
H 0.78 0.20 -0.30

[7]
Entry from the Open Molecules 2025 dataset: 2 unconnected molecules or ions with the total composition C3H3N in a non-equilibrium geometry (ωB97M-V with the def2-TZVPD basis set).

Energy relative to the best compared isomer or geometry (same formula, charge and spin): 161.32 kcal per mole
E_HOMO (spin up / spin down): -10.07 / -9.73 eV
Energy: -4641.529 eV
LUMO energy (spin up / spin down): -0.0615 / -0.0068 Ha

Geometry (Å):
C -1.195 -0.494 0.214
C -0.099 0.328 0.085
C 1.123 0.693 0.183
N -1.595 0.651 -0.049
H -1.469 -2.914 -0.345
H 1.294 1.651 -0.266
H 1.941 0.085 0.178

Force components x, y, z for each atom (eV/Å):
C -1.47 -1.35 -0.09
C -0.71 -0.77 0.72
C -0.57 2.64 -1.54
N 0.60 0.09 -0.08
H -0.02 0.40 0.12
H 0.40 0.90 0.34
H 1.78 -1.91 0.52

[8]
Entry from the Open Molecules 2025 dataset: a single C3H3N molecule in a non-equilibrium geometry (ωB97M-V with the def2-TZVPD basis set).

Energy relative to the best compared isomer or geometry (same formula, charge and spin): 77.16 kcal per mole
E_HOMO: -8.39 eV
Energy: -4645.178 eV
LUMO energy: 0.0025 Ha

Geometry (Å):
C -2.211 0.114 0.003
C 0.223 0.279 -0.089
C 1.509 0.211 -0.102
N -0.968 -0.002 -0.153
H -2.673 -0.803 0.041
H 2.104 0.946 0.373
H 2.016 -0.744 -0.073

Force components x, y, z for each atom (eV/Å):
C 1.31 2.15 0.25
C -1.23 -0.48 -0.51
C 1.10 -0.91 1.14
N -0.09 0.80 0.23
H -1.35 -2.50 -0.34
H 0.45 1.28 -0.33
H -0.18 -0.34 -0.45